Here is C37H38CeNO3P2S as an isolated structure in a non-equilibrium geometry from the Open Molecules 2025 dataset. Energies are from ωB97M-V/def2-TZVPD.

The energy comes out at -3268.2954 a.u. Its energy relative to the best compared isomer or geometry (same formula, charge and spin) is 7.43 kcal/mol. Its orbital gap is 4.770 eV. For the LUMO energy, the calculation gives -0.3772 hartree. The HOMO energy is -15.0 eV. As for the total charge: +3.

Each line ends with the Löwdin charge.
Positions of all 83 atoms, in Å:
Ce: -0.94 -0.52 -0.93  1.255
C: -0.40 -0.50 4.94  -0.402
S: -1.05 1.12 4.54  0.847
C: 0.41 1.99 3.94  -0.471
C: 0.42 2.20 2.42  -0.254
C: 0.29 0.88 1.68  -0.273
N: 0.59 0.93 0.21  -0.546
P: 1.89 -0.02 -0.54  1.096
C: 3.39 0.95 -0.44  -0.391
C: 3.74 1.63 0.74  -0.090
C: 4.89 2.39 0.76  -0.036
C: 5.69 2.48 -0.37  -0.025
C: 5.35 1.81 -1.53  -0.038
C: 4.19 1.05 -1.57  -0.082
C: 2.02 -1.39 0.65  -0.349
C: 3.17 -1.62 1.41  -0.039
C: 3.21 -2.68 2.30  -0.014
C: 2.12 -3.52 2.47  -0.019
C: 0.97 -3.31 1.71  -0.027
C: 0.94 -2.27 0.81  -0.130
P: -0.40 2.21 -0.56  1.113
C: 0.44 3.78 -0.44  -0.398
C: 1.67 4.01 -1.05  -0.071
C: 2.26 5.25 -0.94  -0.035
C: 1.63 6.27 -0.22  -0.021
C: 0.39 6.04 0.37  -0.033
C: -0.21 4.80 0.27  -0.093
C: -0.42 1.89 -2.41  -0.355
C: -0.93 3.03 -3.06  -0.064
C: -1.21 3.02 -4.41  -0.004
C: -1.00 1.89 -5.18  -0.010
C: -0.51 0.75 -4.58  -0.019
C: -0.23 0.75 -3.22  -0.204
H: -1.19 -1.05 5.45  0.043
H: 0.45 -0.40 5.62  0.049
H: -0.09 -1.05 4.05  0.014
H: 1.29 1.44 4.28  0.088
H: 0.41 2.96 4.44  0.086
H: 1.35 2.71 2.14  0.109
H: -0.40 2.87 2.16  0.091
H: -0.74 0.51 1.83  0.096
H: 0.96 0.13 2.11  0.107
H: 3.13 1.55 1.63  0.103
H: 5.17 2.92 1.67  0.124
H: 6.60 3.08 -0.34  0.127
H: 5.98 1.87 -2.41  0.124
H: 3.92 0.53 -2.48  0.113
H: 4.03 -0.98 1.29  0.114
H: 4.11 -2.86 2.88  0.130
H: 2.17 -4.34 3.17  0.129
H: 0.12 -3.98 1.81  0.126
H: 0.05 -2.21 0.19  0.037
H: 2.17 3.24 -1.63  0.105
H: 3.22 5.44 -1.41  0.122
H: 2.09 7.24 -0.14  0.127
H: -0.11 6.84 0.91  0.125
H: -1.17 4.62 0.73  0.116
H: -1.10 3.94 -2.50  0.118
H: -1.59 3.93 -4.87  0.134
H: -1.22 1.90 -6.24  0.133
H: -0.32 -0.15 -5.16  0.135
H: 0.27 -0.15 -2.87  0.039
C: -4.06 -7.74 -1.60  0.024
O: -3.11 -6.67 -1.81  0.007
C: -3.33 -5.47 -1.37  -0.225
C: -4.50 -5.08 -0.67  0.045
C: -4.61 -3.78 -0.26  0.049
C: -3.60 -2.80 -0.49  -0.086
C: -3.73 -1.56 0.13  -0.245
C: -4.97 -1.07 0.79  0.039
O: -2.72 -0.71 0.18  -0.174
C: -2.48 -3.22 -1.29  -0.217
O: -1.55 -2.29 -1.71  -0.212
C: -2.33 -4.51 -1.68  0.117
H: -3.57 -8.62 -1.99  0.111
H: -4.97 -7.53 -2.17  0.113
H: -4.26 -7.85 -0.54  0.107
H: -5.28 -5.78 -0.46  0.129
H: -5.49 -3.50 0.30  0.134
H: -5.24 -1.71 1.63  0.118
H: -5.81 -1.08 0.09  0.122
H: -4.82 -0.06 1.15  0.106
H: -1.50 -4.81 -2.31  0.156